13
Properties=species:S:1:pos:R:3 method="wB97M-V/def2-TZVPD" e_lumo_ev="-6.69 / -6.69" de_lowest_ev=4.262 max_force_ev_per_a=2.6 homo_lumo_gap_ha="0.273 / 0.273" total_charge=+1
C -1.82184 -1.01731 -1.39946
C -1.39627 -0.77446 0.03179
C -1.06694 -0.57999 -2.29456
C -0.22589 -0.24107 0.32448
C 0.98257 0.48341 0.53745
C 1.89506 1.06012 1.54228
N 0.69951 0.28076 -0.68434
H -2.82312 -1.31450 -1.35553
H -2.15433 -1.10857 0.64655
H -0.18033 -0.46454 -2.78457
H 1.57042 2.08030 1.51380
H 1.51361 0.66712 2.50509
H 3.00756 0.92874 1.41702